Entry 1:
C2H7N2OPS | ωB97M-V with the def2-TZVPD basis set

Structure (ORCA input):
```
! RIJCOSX wB97M-V def2-TZVPD def2/J DEFGRID3
* xyz 0 1
S -1.6841 0.5628 0.5430
P -0.4147 0.8353 -1.1354
O -0.9257 0.8899 -2.5068
N 0.4754 -0.7392 -0.8697
N 0.5201 2.1313 -0.6225
C -0.7767 -0.8067 1.3124
C 0.4872 -1.0872 0.4828
H 0.9651 -2.0860 0.5867
H 0.9398 1.9222 0.2049
H 1.3175 -0.5631 0.9916
H -0.2767 -1.2181 -1.2847
H -0.5215 -0.4447 2.3311
H 1.1070 2.4324 -1.3220
H -1.2126 -1.8290 1.2887
*
```

The SMILES is N[P@@]1(=O)NCCS1.

Atom charges from the Mulliken analysis, given in e for atoms 1 to 8: number 1, S, carries -0.201; number 2, P, carries 0.729; number 3, O, carries -0.605; number 4, N, carries -0.482; number 5, N, carries -0.499; number 6, C, carries -0.335; number 7, C, carries -0.718; number 8, H, carries 0.438

***

Entry 2:
C2H7N2OS | ωB97M-V with the def2-TZVPD basis set

Structure (ORCA input):
```
! RIJCOSX wB97M-V def2-TZVPD def2/J DEFGRID3
* xyz 1 1
S 2.1845 -1.5925 -0.3281
O 2.3033 -1.2166 -1.8324
N 0.1111 1.3735 -0.3578
N 0.3167 -0.7834 0.3852
C -1.7033 0.3879 0.8704
C -0.3447 0.2945 0.2545
H 2.2521 -2.0096 -2.3446
H 1.1273 1.5431 -0.4796
H -1.6098 -0.4572 1.5971
H -1.5719 1.3644 1.5022
H -2.5747 0.3723 0.3109
H -0.4479 2.2250 -0.5266
H -0.0428 -1.5015 0.9489
*
```

The SMILES is C/C(N)=[NH+]/SO.

Atom charges from the Mulliken analysis, given in e for atoms 1 to 8: number 1, S, carries 0.324; number 2, O, carries -0.339; number 3, N, carries -0.382; number 4, N, carries -0.578; number 5, C, carries -0.987; number 6, C, carries 0.857; number 7, H, carries 0.387; number 8, H, carries 0.234

***

Entry 3:
C2H7N2S | ωB97M-V with the def2-TZVPD basis set

Structure (ORCA input):
```
! RIJCOSX wB97M-V def2-TZVPD def2/J DEFGRID3
* xyz 1 1
S 0.2652 0.4838 -1.4376
N 0.1747 -2.2054 0.4270
N -0.7427 -0.2037 -0.2229
C 0.6274 2.0185 -0.5828
C -0.7240 -1.2570 0.5467
H 0.8008 -2.1264 -0.3989
H -1.4770 -1.2674 1.4114
H 1.6106 1.9971 0.0002
H 0.3152 -2.9057 1.1566
H -0.0174 2.1059 0.2586
H -1.2942 0.6106 0.1830
H 0.4614 2.7497 -1.3414
*
```

The SMILES is CSNC=[NH2+].

Atom charges from the Mulliken analysis, given in e for atoms 1 to 8: number 1, S, carries 0.063; number 2, N, carries -0.318; number 3, N, carries -0.319; number 4, C, carries -0.746; number 5, C, carries 0.270; number 6, H, carries 0.235; number 7, H, carries 0.303; number 8, H, carries 0.303

***

Entry 4:
C2H7N2S | ωB97M-V with the def2-TZVPD basis set

Structure (ORCA input):
```
! RIJCOSX wB97M-V def2-TZVPD def2/J DEFGRID3
* xyz 1 1
S -0.5002 -1.2096 -0.0206
N -2.2185 0.8411 0.0446
N 2.4035 -0.2201 0.3989
C 1.5652 -0.0927 -0.5974
C -1.9370 -0.4318 0.2019
H -2.7528 -1.0713 0.5250
H 1.6585 -0.7514 -1.4464
H -3.1481 1.1912 0.2344
H -1.5274 1.5078 -0.2627
H 2.9262 -1.0745 0.5306
H 1.1158 0.8719 -0.7739
H 2.4149 0.4392 1.1656
*
```

Atom charges from the Mulliken analysis, given in e for atoms 1 to 8: number 1, S, carries -0.227; number 2, N, carries -0.282; number 3, N, carries -0.234; number 4, C, carries -0.473; number 5, C, carries 0.197; number 6, H, carries 0.308; number 7, H, carries 0.380; number 8, H, carries 0.249

***

Entry 5:
C2H7N3 | ωB97M-V with the def2-TZVPD basis set

Structure (ORCA input):
```
! RIJCOSX wB97M-V def2-TZVPD def2/J DEFGRID3
* xyz 0 1
N -0.0533 0.4893 -0.5886
N -0.7561 0.6728 1.6664
N 0.0179 -1.3769 0.6834
C -0.2159 -0.0955 0.6595
C 0.6421 -0.2648 -1.6378
H 1.8637 -0.0289 -1.5039
H -1.0935 0.2762 2.5161
H -0.5931 1.7558 1.7067
H 0.3846 -1.4638 -1.6411
H -0.5193 1.3924 -0.9233
H 0.0290 -1.6867 1.6532
H 0.2939 0.3300 -2.5905
*
```

The SMILES is [H]/N=C(\N)NC.

Atom charges from the Mulliken analysis, given in e for atoms 1 to 8: number 1, N, carries -0.259; number 2, N, carries -0.434; number 3, N, carries -0.672; number 4, C, carries 0.487; number 5, C, carries -0.673; number 6, H, carries 0.174; number 7, H, carries 0.201; number 8, H, carries 0.214

***

Entry 6:
C2H7N3 | ωB97M-V with the def2-TZVPD basis set

Structure (ORCA input):
```
! RIJCOSX wB97M-V def2-TZVPD def2/J DEFGRID3
* xyz 0 1
N 0.2180 1.1831 -0.8516
N 2.4916 1.5609 -0.9874
N -1.6613 -0.5469 0.9169
C -1.6887 -1.8079 0.8748
C 1.5124 0.7912 -0.7129
H 0.1206 2.1552 -1.1060
H -2.1398 -2.4294 1.6473
H 1.6492 -0.2452 -0.3851
H -1.2410 -2.2971 0.0138
H -0.5137 0.7955 -0.2671
H -2.1067 -0.1994 1.7667
H 3.3592 1.0399 -0.9095
*
```

The SMILES is [H]/N=C/N.C=N.

Atom charges from the Mulliken analysis, given in e for atoms 1 to 8: number 1, N, carries -0.388; number 2, N, carries -0.689; number 3, N, carries -0.435; number 4, C, carries -0.319; number 5, C, carries 0.096; number 6, H, carries 0.268; number 7, H, carries 0.242; number 8, H, carries 0.277

***

Entry 7:
C2H7N3 | ωB97M-V with the def2-TZVPD basis set

Structure (ORCA input):
```
! RIJCOSX wB97M-V def2-TZVPD def2/J DEFGRID3
* xyz 1 2
N 1.4490 0.7701 -0.6129
N -0.5787 -1.4306 1.1507
N -0.5280 1.4630 0.2494
C 0.5585 1.7170 -0.4502
C -1.0238 -2.3424 0.4257
H -1.5243 -2.1548 -0.5289
H 2.3637 0.9917 -0.9873
H 1.3722 -0.1070 -0.1111
H -0.7910 -0.4697 0.8197
H 0.8052 2.6701 -0.9078
H -0.9517 -3.3797 0.7420
H -1.1510 2.2724 0.2107
*
```

Atom charges from the Mulliken analysis, given in e for atoms 1 to 8: number 1, N, carries -0.239; number 2, N, carries -0.284; number 3, N, carries -0.526; number 4, C, carries 0.165; number 5, C, carries -0.107; number 6, H, carries 0.259; number 7, H, carries 0.275; number 8, H, carries 0.226

***

Entry 8:
C2H7N3 | ωB97M-V with the def2-TZVPD basis set

Structure (ORCA input):
```
! RIJCOSX wB97M-V def2-TZVPD def2/J DEFGRID3
* xyz 2 1
N 0.0839 -0.1547 -0.0694
N 1.6644 -0.3512 1.6107
N -1.7270 -0.1997 -1.6904
C -0.7650 0.4701 -0.9049
C 1.0234 0.4401 0.7686
H 2.0295 0.0791 2.3964
H -2.3823 0.3428 -2.1655
H 1.6450 -1.3690 1.5261
H 1.0611 1.5453 0.8071
H -0.7945 1.5650 -0.7325
H -0.0789 -1.1233 0.2898
H -1.7596 -1.2444 -1.8360
*
```

The SMILES is N/C=[NH+]/C=[NH2+].

Atom charges from the Mulliken analysis, given in e for atoms 1 to 8: number 1, N, carries -0.202; number 2, N, carries -0.221; number 3, N, carries -0.246; number 4, C, carries 0.293; number 5, C, carries 0.295; number 6, H, carries 0.275; number 7, H, carries 0.278; number 8, H, carries 0.283

***

The records above yield E_tot values of -27340.457; -18041.914; -15995.547; -15995.818; -6656.666; -6656.958; -6647.675; -6638.805 eV, respectively.
The records above yield energy relative to the best compared isomer or geometry (same formula, charge and spin) values of 117.0; 161.5; 116.8; 90.7; 124.5; 96.2; 155.2; 40.2 kJ/mol, respectively.